Here is a 3-piece molecular cluster, C21H38FO13 overall in a non-equilibrium geometry from the OMol25 dataset. Energies are from ωB97M-V/def2-TZVPD.

- Gap between HOMO and LUMO: 6.28 eV
- Electronic energy: -51717.5079 eV
- Highest occupied orbital energy: -4.121 eV
- Multiplicity: 1
- Charge: -1

Each line ends with the Löwdin charge.
CARTESIAN COORDINATES (ANGSTROEM)
C -1.741 -1.300 0.424  -0.019
C -0.386 -0.524 -0.176  -0.259
O -0.534 0.022 -1.392  -0.071
O 0.871 -0.437 0.636  -0.110
C 2.035 -0.186 -0.247  -0.184
C 2.491 -1.531 -1.120  -0.093
C 3.908 -1.210 -1.943  -0.201
O 3.811 0.008 -2.762  -0.070
C 3.211 -0.246 -4.081  -0.216
O 4.037 -0.169 -5.160  0.000
C 1.642 -0.599 -4.396  0.005
C 1.399 -2.162 -4.851  -0.141
O 1.503 -3.238 -4.064  0.034
F 1.079 -2.442 -6.300  -0.064
C 4.462 -2.538 -2.728  -0.409
O 5.397 -2.575 -3.680  -0.123
O 3.897 -3.857 -2.295  -0.281
H -1.509 -2.388 0.792  0.089
H -2.528 -1.396 -0.467  0.101
H -2.156 -0.592 1.260  0.087
H 1.920 0.774 -0.916  0.129
H 2.951 0.025 0.482  0.139
H 1.635 -1.846 -1.860  0.103
H 2.675 -2.380 -0.321  0.135
H 4.704 -0.977 -1.084  0.171
H 1.338 0.063 -5.342  0.142
H 0.960 -0.231 -3.519  0.114
C -0.303 -2.505 5.508  -0.113
O 1.004 -2.352 6.038  -0.208
C 2.010 -3.060 5.312  -0.181
C 3.213 -2.172 5.004  -0.171
O 2.979 -1.080 4.108  -0.121
C 2.116 -0.030 4.562  -0.166
C 2.618 0.776 5.769  -0.184
O 2.600 -0.011 6.956  -0.207
C 3.775 0.101 7.741  -0.116
H -0.785 -3.386 5.941  0.084
H -0.876 -1.610 5.774  0.087
H -0.295 -2.575 4.413  0.085
H 1.613 -3.477 4.379  0.123
H 2.334 -3.900 5.939  0.124
H 3.966 -2.795 4.514  0.129
H 3.692 -1.811 5.918  0.105
H 1.110 -0.411 4.727  0.104
H 2.034 0.663 3.717  0.126
H 1.940 1.621 5.935  0.122
H 3.617 1.173 5.555  0.121
H 4.677 0.221 7.125  0.088
H 3.894 -0.835 8.302  0.089
H 3.683 0.923 8.444  0.079
C -2.326 1.157 -4.921  -0.108
O -3.587 1.776 -4.725  -0.206
C -4.613 0.878 -4.297  -0.183
C -5.381 1.427 -3.098  -0.176
O -4.640 1.556 -1.879  -0.128
C -3.583 2.525 -1.852  -0.166
C -4.014 3.990 -2.008  -0.184
O -4.477 4.253 -3.329  -0.204
C -5.678 5.005 -3.381  -0.117
H -2.248 0.779 -5.945  0.088
H -1.555 1.917 -4.755  0.091
H -2.150 0.348 -4.202  0.083
H -4.205 -0.110 -4.052  0.122
H -5.305 0.750 -5.140  0.123
H -6.189 0.725 -2.875  0.124
H -5.880 2.370 -3.336  0.104
H -2.806 2.259 -2.566  0.106
H -3.123 2.422 -0.863  0.126
H -3.142 4.633 -1.841  0.124
H -4.770 4.233 -1.252  0.119
H -6.358 4.761 -2.554  0.086
H -6.198 4.741 -4.311  0.089
H -5.457 6.068 -3.390  0.080

Force components x, y, z for each atom (eV/Å):
0.7377 0.4559 -0.4640
-0.4256 1.8888 -4.4151
1.5244 -3.0724 7.1965
-3.2289 -0.3613 -3.5809
2.5074 0.1055 -0.6436
-0.2457 0.5943 0.2898
-0.1488 -1.5102 2.0945
-2.0281 -1.6038 -2.7948
5.6077 -0.1024 -5.2185
-5.8260 -0.0625 7.1444
-0.3734 0.7971 -1.0539
0.8346 -6.5684 3.7445
-1.0558 8.2102 -5.8756
0.8462 1.4501 3.8868
1.2007 -7.0652 -1.9130
-4.3507 1.8159 4.5923
2.1500 7.2368 -1.1656
-0.2271 2.3439 -0.4328
1.9967 0.5416 1.9730
0.7082 -1.6309 -1.4628
-0.1708 -2.0239 1.3448
-2.1801 -0.3917 -1.2708
1.7864 0.4733 1.5066
-0.2654 1.6124 -1.9971
-1.5730 -0.2217 -2.1046
0.9625 -1.5002 2.0658
1.1699 -1.3614 -1.4448
0.1756 0.1979 0.2276
-0.0894 -0.1639 -0.6069
0.0011 0.2774 0.2570
0.1807 0.1311 -0.0367
-0.2341 0.0058 0.4707
0.2166 0.1068 -0.1129
-0.4334 -0.4722 -0.1376
0.6555 0.1222 -0.1365
-0.2025 -0.5201 -0.1468
-0.1133 -0.0097 -0.1531
0.0461 -0.1669 0.0856
0.0246 -0.0820 0.0966
-0.0337 0.1481 0.0392
0.1851 -0.0046 -0.1494
-0.1533 0.0221 -0.1708
-0.2836 -0.0518 0.0811
0.0037 -0.0044 0.2776
0.1869 -0.0942 0.0431
0.0183 0.1244 -0.2482
-0.0144 -0.1333 0.0681
-0.1667 0.0981 0.0522
-0.1257 0.2038 -0.0289
0.1598 0.2721 0.1762
0.0104 0.2177 -0.0052
-0.0867 -0.5584 0.3618
0.1577 0.4587 -0.0594
-0.0852 0.1103 0.1416
0.0291 0.2243 -0.3576
-0.0183 0.0894 0.1533
0.2834 -0.4779 -0.3532
-0.5829 0.0560 0.4234
0.0776 -0.4967 -0.3064
0.1226 -0.1108 0.0653
-0.1217 -0.0680 -0.1331
-0.0417 0.0368 -0.0933
0.0865 0.1232 0.0446
-0.1611 -0.0926 0.1602
0.1529 -0.1274 0.0766
0.2326 -0.0084 -0.1843
-0.0688 0.1757 -0.1458
-0.1921 -0.0075 -0.0382
0.0649 -0.0994 0.2544
-0.0603 -0.0332 -0.1313
0.1693 0.0870 -0.0238
0.1903 0.1136 0.0978
-0.0953 0.3311 0.1041

=====

Here is C3H7N3 in the gas phase in a non-equilibrium geometry from the OMol25 dataset. Energies are from ωB97M-V/def2-TZVPD.

- Gap between HOMO and LUMO: 8.60 eV
- Electronic energy: -7690.5737 eV
- Highest occupied orbital energy: -7.705 eV
- Multiplicity: 1
- ΔE to the lowest compared entry with this formula, charge and spin: 94.7 kcal per mole

Each line ends with the natural charge from an NBO analysis.
CARTESIAN COORDINATES (ANGSTROEM)
C -0.486 -0.295 1.056  -0.239
C 0.784 1.681 -1.832  -0.085
C -1.050 -0.939 -0.209  -0.622
N 0.967 -0.190 1.003  -0.455
N 1.536 0.819 0.240  -0.108
N 1.165 1.045 -0.894  -0.078
H 1.376 -0.098 1.927  0.374
H -0.959 0.688 1.213  0.179
H -0.715 -0.928 1.917  0.203
H 0.965 1.514 -2.870  0.194
H -0.990 -0.260 -1.055  0.212
H -2.095 -1.196 -0.047  0.212
H -0.498 -1.839 -0.448  0.213

Force components x, y, z for each atom (eV/Å):
-0.2685 0.1067 -0.3032
-0.7994 0.7419 -0.5763
-0.0827 0.2353 0.2073
-0.1420 -0.5478 -0.0316
1.3210 0.2568 0.9680
-0.3968 -0.1878 0.5731
-0.0457 0.1160 -0.3305
0.0730 -0.1472 0.0559
0.0587 0.1128 -0.0258
0.3659 -0.3747 -0.4345
-0.0836 -0.0621 -0.0167
-0.0935 -0.0314 -0.0572
0.0936 -0.2184 -0.0285

=====

Here is a 2-piece molecular cluster, C19H19O4S overall in a non-equilibrium geometry from the OMol25 dataset. Energies are from ωB97M-V/def2-TZVPD.

- Gap between HOMO and LUMO: 5.16 eV
- Electronic energy: -39035.5732 eV
- Highest occupied orbital energy: -3.278 eV
- Multiplicity: 1
- Charge: -1

Each line ends with the natural charge from an NBO analysis.
CARTESIAN COORDINATES (ANGSTROEM)
C -6.319 1.801 0.989  -0.196
C -5.520 0.680 0.887  -0.224
C -4.156 0.812 0.763  -0.187
C -3.568 2.072 0.749  -0.083
C -2.105 2.264 0.589  0.504
C -1.190 1.137 0.810  -0.351
C 0.044 1.165 0.342  -0.239
O -1.669 3.351 0.270  -0.551
C -4.385 3.191 0.843  -0.172
C -5.750 3.056 0.965  -0.225
H -7.387 1.691 1.083  0.207
H -5.961 -0.303 0.905  0.212
H -3.542 -0.067 0.656  0.221
H -1.540 0.292 1.380  0.206
H 0.726 0.351 0.491  0.225
H 0.384 2.015 -0.217  0.209
H -3.931 4.166 0.809  0.230
H -6.372 3.931 1.046  0.209
C -0.506 -3.111 2.744  -0.620
C 0.885 -3.164 2.138  -0.075
O 0.893 -2.919 0.749  -0.548
C 2.188 -2.752 0.302  0.677
C 2.378 -2.680 -1.097  -0.809
S 3.985 -2.511 -1.824  1.267
C 3.972 -0.695 -2.110  -0.217
C 4.596 0.145 -1.209  -0.233
C 4.631 1.501 -1.447  -0.224
C 4.030 2.024 -2.574  -0.237
C 3.382 1.185 -3.460  -0.240
C 3.352 -0.172 -3.223  -0.159
O 3.545 -2.879 -3.218  -1.045
O 3.147 -2.669 1.064  -0.756
H -0.491 -3.448 3.785  0.202
H -0.909 -2.093 2.727  0.194
H -1.199 -3.747 2.183  0.202
H 1.554 -2.422 2.593  0.195
H 1.361 -4.145 2.277  0.166
H 1.533 -2.768 -1.745  0.215
H 5.025 -0.274 -0.315  0.219
H 5.111 2.151 -0.734  0.198
H 4.058 3.087 -2.754  0.196
H 2.880 1.594 -4.319  0.198
H 2.838 -0.843 -3.893  0.238

Force components x, y, z for each atom (eV/Å):
-0.2711 -0.1900 0.0358
-0.2063 -0.1995 0.0022
0.4192 0.0339 0.0096
-0.3879 -0.1574 0.0120
0.3279 0.3986 -0.1796
-0.1749 -0.4436 0.3523
0.1578 -0.0288 -0.0532
-0.0992 0.3913 -0.0813
0.1903 0.1314 -0.0162
-0.0357 0.2462 0.0295
-0.1803 -0.0128 0.0283
-0.0975 -0.1847 -0.0309
0.0907 -0.1642 0.0116
-0.0611 -0.1986 0.0175
0.2347 -0.3105 0.0293
0.1402 0.2676 -0.2177
0.1433 0.1601 0.0080
-0.1136 0.1737 0.0001
-0.1236 0.0314 -0.4733
0.4743 -0.0895 0.6327
-0.4736 0.1566 0.0308
1.6284 0.3090 -2.6793
-0.0085 -0.1218 1.9619
-3.6504 0.8703 -0.7205
0.6141 -0.2528 0.8520
0.0173 -0.2336 0.0617
0.0275 0.3048 0.2354
0.0807 0.3397 0.0144
-0.1040 0.0743 0.0970
-0.2352 -0.3085 -0.3342
1.3078 -1.1434 -0.9061
0.2335 0.0609 1.6145
0.1021 0.0216 -0.1446
0.0560 -0.0476 -0.0267
0.0526 0.0049 0.0900
-0.2198 -0.2714 0.2285
-0.2008 0.0884 0.3566
0.0643 0.1072 -0.7667
0.2041 -0.0858 0.2194
0.1218 0.1841 0.0995
0.0006 0.1981 -0.0409
-0.0898 0.0819 -0.2596
0.0442 -0.1914 -0.0998

=====

Here is H2INS as an isolated structure in a non-equilibrium geometry from the OMol25 dataset. Energies are from ωB97M-V/def2-TZVPD.

- Gap between HOMO and LUMO: 8.26 eV
- Electronic energy: -20456.7013 eV
- Highest occupied orbital energy: -8.866 eV
- Multiplicity: 1
- ΔE to the lowest compared entry with this formula, charge and spin: 36.3 kcal per mole

Each line ends with the natural charge from an NBO analysis.
CARTESIAN COORDINATES (ANGSTROEM)
N 0.127 -0.552 0.034  -0.896
S -0.551 0.556 -0.983  0.233
I 1.066 0.108 1.791  0.199
H 1.032 -0.629 -0.528  0.372
H -1.674 0.518 -0.313  0.091

Force components x, y, z for each atom (eV/Å):
3.4828 -1.3026 -0.7529
-1.0172 1.6515 -0.8191
-0.0811 0.3245 0.4945
-1.2139 -1.0114 1.0723
-1.1705 0.3381 0.0052

=====

Here is C4H9NS in the gas phase in a non-equilibrium geometry from the OMol25 dataset. Energies are from ωB97M-V/def2-TZVPD.

- Gap between HOMO and LUMO: 9.95 eV
- Electronic energy: -16618.0868 eV
- Structure (SMILES): C[C@]1(S)C[C@@H]1N
- Highest occupied orbital energy: -9.041 eV
- Multiplicity: 1
- ΔE to the lowest compared entry with this formula, charge and spin: 31.5 kcal per mole

Each line ends with the natural charge from an NBO analysis.
CARTESIAN COORDINATES (ANGSTROEM)
C -0.356 1.506 0.256  -0.619
C -0.702 0.006 0.157  -0.171
S -2.419 -0.413 -0.232  -0.005
C -0.009 -0.906 1.103  -0.437
C 0.316 -0.876 -0.365  -0.094
N 1.665 -0.227 -0.557  -0.840
H -0.985 2.046 0.981  0.220
H -0.489 1.991 -0.730  0.201
H 0.727 1.516 0.524  0.246
H -2.174 0.123 -1.453  0.120
H 0.820 -0.484 1.702  0.226
H -0.476 -1.777 1.542  0.225
H 0.044 -1.736 -0.998  0.205
H 1.669 0.128 -1.521  0.359
H 2.368 -0.899 -0.410  0.364

Force components x, y, z for each atom (eV/Å):
0.2698 -0.4869 -0.1772
-1.3093 1.9414 1.0445
0.7841 0.5243 -0.5951
0.8939 -0.4886 0.7035
2.8035 -0.7776 -0.2995
-2.7356 0.3319 -1.1612
0.2802 -0.3742 -0.1629
0.0976 -0.1708 0.3952
-0.9884 0.4955 -0.1339
-0.7309 -0.2694 0.1188
-0.7936 -0.1549 -0.2568
-0.2592 0.1044 -0.1353
0.0922 0.5327 0.2669
0.5717 -0.2937 0.5135
1.0241 -0.9142 -0.1205

=====

What did the fifth record say?
Here is C4H9NS in the gas phase in a non-equilibrium geometry from the OMol25 dataset. Energies are from ωB97M-V/def2-TZVPD.

- Gap between HOMO and LUMO: 9.95 eV
- Electronic energy: -16618.0868 eV
- Structure (SMILES): C[C@]1(S)C[C@@H]1N
- Highest occupied orbital energy: -9.041 eV
- Multiplicity: 1
- ΔE to the lowest compared entry with this formula, charge and spin: 31.5 kcal per mole

Each line ends with the natural charge from an NBO analysis.
CARTESIAN COORDINATES (ANGSTROEM)
C -0.356 1.506 0.256  -0.619
C -0.702 0.006 0.157  -0.171
S -2.419 -0.413 -0.232  -0.005
C -0.009 -0.906 1.103  -0.437
C 0.316 -0.876 -0.365  -0.094
N 1.665 -0.227 -0.557  -0.840
H -0.985 2.046 0.981  0.220
H -0.489 1.991 -0.730  0.201
H 0.727 1.516 0.524  0.246
H -2.174 0.123 -1.453  0.120
H 0.820 -0.484 1.702  0.226
H -0.476 -1.777 1.542  0.225
H 0.044 -1.736 -0.998  0.205
H 1.669 0.128 -1.521  0.359
H 2.368 -0.899 -0.410  0.364

Force components x, y, z for each atom (eV/Å):
0.2698 -0.4869 -0.1772
-1.3093 1.9414 1.0445
0.7841 0.5243 -0.5951
0.8939 -0.4886 0.7035
2.8035 -0.7776 -0.2995
-2.7356 0.3319 -1.1612
0.2802 -0.3742 -0.1629
0.0976 -0.1708 0.3952
-0.9884 0.4955 -0.1339
-0.7309 -0.2694 0.1188
-0.7936 -0.1549 -0.2568
-0.2592 0.1044 -0.1353
0.0922 0.5327 0.2669
0.5717 -0.2937 0.5135
1.0241 -0.9142 -0.1205

=====

Which of these has the lowest gap between HOMO and LUMO? C19H19O4S

=====

What did the fifth record say?
Here is C4H9NS in the gas phase in a non-equilibrium geometry from the OMol25 dataset. Energies are from ωB97M-V/def2-TZVPD.

- Gap between HOMO and LUMO: 9.95 eV
- Electronic energy: -16618.0868 eV
- Structure (SMILES): C[C@]1(S)C[C@@H]1N
- Highest occupied orbital energy: -9.041 eV
- Multiplicity: 1
- ΔE to the lowest compared entry with this formula, charge and spin: 31.5 kcal per mole

Each line ends with the natural charge from an NBO analysis.
CARTESIAN COORDINATES (ANGSTROEM)
C -0.356 1.506 0.256  -0.619
C -0.702 0.006 0.157  -0.171
S -2.419 -0.413 -0.232  -0.005
C -0.009 -0.906 1.103  -0.437
C 0.316 -0.876 -0.365  -0.094
N 1.665 -0.227 -0.557  -0.840
H -0.985 2.046 0.981  0.220
H -0.489 1.991 -0.730  0.201
H 0.727 1.516 0.524  0.246
H -2.174 0.123 -1.453  0.120
H 0.820 -0.484 1.702  0.226
H -0.476 -1.777 1.542  0.225
H 0.044 -1.736 -0.998  0.205
H 1.669 0.128 -1.521  0.359
H 2.368 -0.899 -0.410  0.364

Force components x, y, z for each atom (eV/Å):
0.2698 -0.4869 -0.1772
-1.3093 1.9414 1.0445
0.7841 0.5243 -0.5951
0.8939 -0.4886 0.7035
2.8035 -0.7776 -0.2995
-2.7356 0.3319 -1.1612
0.2802 -0.3742 -0.1629
0.0976 -0.1708 0.3952
-0.9884 0.4955 -0.1339
-0.7309 -0.2694 0.1188
-0.7936 -0.1549 -0.2568
-0.2592 0.1044 -0.1353
0.0922 0.5327 0.2669
0.5717 -0.2937 0.5135
1.0241 -0.9142 -0.1205